# C3H14NO3

A cluster of 3 separate species, C3H14NO3 in total in a non-equilibrium geometry (ωB97M-V with the def2-TZVPD basis set, the OMol25 dataset).

Cartesian coordinates (Å):
C1 0.2717 -1.1970 -0.2595
C2 -1.1713 -1.4894 0.0815
C3 -1.7730 -0.5932 1.1547
O1 -0.7493 -0.3227 2.1086
N1 0.5305 0.2799 -0.4095
H1 0.6550 -1.6760 -1.1509
H2 0.8772 -1.4863 0.5772
H3 -1.7638 -1.5569 -0.8372
H4 -1.2046 -2.5376 0.4002
H5 -2.0910 0.3338 0.6487
H6 -2.6617 -1.0049 1.6195
H7 -1.1584 -0.1189 2.9549
H8 -0.0898 0.6798 -1.1207
H9 1.4888 0.6300 -0.4223
H10 0.0607 0.7166 0.3926
H11 2.5688 3.3166 0.8549
H12 2.4842 2.1540 1.8935
O2 2.4325 2.3685 0.9545
H13 0.7132 -0.1189 -3.5147
H14 -0.5619 0.6218 -3.9782
O3 -0.1294 0.2412 -3.2043

Calculated values
LUMO = -0.10535 Ha
total charge = +1
E = -10964.6140 eV
ΔE to the lowest compared entry with this formula, charge and spin = 9.07 kcal/mol

---

# C3H14NO3S

A cluster of 4 separate species, C3H14NO3S in total in a non-equilibrium geometry (ωB97M-V with the def2-TZVPD basis set, the OMol25 dataset).

Cartesian coordinates (Å):
C1 -1.8992 1.0283 0.8890
N1 -1.2117 1.2513 -0.4021
C2 0.1082 2.0096 -0.4403
C3 1.0874 1.5221 -1.5112
S1 2.4187 0.4344 -0.7172
H1 -2.8974 0.5188 0.8119
H2 -2.0733 1.8863 1.4973
H3 -1.2398 0.3963 1.4737
H4 -1.2935 0.4633 -0.9339
H5 -0.1204 3.1142 -0.6916
H6 0.6189 1.9488 0.6045
H7 1.6787 2.3719 -1.8863
H8 0.7322 0.8132 -2.3113
H9 1.2847 -1.0141 1.8596
H10 0.8764 -2.1473 0.9652
O1 0.6701 -1.6923 1.7965
H11 -1.0914 -2.1784 -0.4693
H12 -1.2657 -1.6249 0.8657
O2 -1.7437 -1.9381 0.1976
H13 2.4517 -2.6994 -0.2680
H14 1.3940 -1.7337 -0.8202
O3 1.5153 -2.7306 -0.5096

Calculated values
LUMO = 0.13437 Ha
total charge = -1
E = -21806.2383 eV
ΔE to the lowest compared entry with this formula, charge and spin = 48.36 kcal/mol

---

# C3H14NO4

A cluster of 4 separate species, C3H14NO4 in total in a non-equilibrium geometry (ωB97M-V with the def2-TZVPD basis set, the OMol25 dataset).

Cartesian coordinates (Å):
C1 -0.3805 -0.1938 -1.2191
O1 0.7556 -0.0702 -0.4667
C2 -1.5222 -0.9476 -0.5623
C3 -1.2626 -2.4626 -0.3591
N1 -2.0055 -0.2799 0.6992
H1 0.0233 -0.7505 -2.2136
H2 -0.6817 0.6826 -1.7929
H3 -2.3993 -1.1010 -1.2162
H4 -1.2207 -2.8685 -1.3495
H5 -0.2283 -2.6610 0.0509
H6 -1.9600 -2.9956 0.3001
H7 -1.1878 0.0457 1.1898
H8 -2.4667 0.5949 0.3686
H9 2.5933 -0.1708 0.0294
H10 2.1420 -1.4900 0.7153
O2 2.6113 -0.6694 0.8555
H11 1.4944 1.0556 1.9570
H12 0.7253 1.4527 0.7679
O3 0.9212 1.7854 1.6766
H13 0.7171 1.6124 -0.7350
H14 -0.3017 2.3743 -0.0135
O4 0.1978 2.4455 -0.8376

Calculated values
LUMO = 0.14260 Ha
total charge = -1
E = -13017.9372 eV
ΔE to the lowest compared entry with this formula, charge and spin = 45.67 kcal/mol

---

# C3H14NO4

A cluster of 3 separate species, C3H14NO4 in total in a non-equilibrium geometry (ωB97M-V with the def2-TZVPD basis set, the OMol25 dataset).

Cartesian coordinates (Å):
C1 -0.8416 1.2591 1.4744
O1 -2.1396 0.6743 1.6505
C2 -0.2532 0.6681 0.2300
C3 1.0873 1.4053 -0.0659
O2 2.1539 0.4968 0.2038
N1 -0.0388 -0.7952 0.3460
H1 -0.1725 0.9911 2.3084
H2 -0.9920 2.3282 1.5156
H3 -2.4956 0.8950 2.5148
H4 -0.8806 0.8072 -0.6341
H5 1.1050 1.7381 -1.0934
H6 1.1808 2.3904 0.4030
H7 2.8748 0.9969 0.5953
H8 -0.5787 -1.1728 1.1173
H9 -0.2732 -1.2004 -0.5484
H10 0.9588 -0.9903 0.5248
H11 2.9753 -1.9081 -0.6359
H12 2.3325 -3.1846 -1.3397
O3 2.2318 -2.5137 -0.6622
H13 -3.0393 -0.3076 -3.0214
H14 -2.7515 -1.7406 -2.3965
O4 -2.4438 -0.8372 -2.4865

Calculated values
LUMO = -0.10330 Ha
total charge = +1
E = -13011.6134 eV
ΔE to the lowest compared entry with this formula, charge and spin = 23.42 kcal/mol

---

# C3H14O4

A cluster of 4 separate species, C3H14O4 in total in a non-equilibrium geometry (ωB97M-V with the def2-TZVPD basis set, the OMol25 dataset).

Cartesian coordinates (Å):
O1 1.9903 -2.3915 0.0457
H1 2.6586 -1.7205 -0.0936
H2 1.2019 -2.0334 -0.3623
O2 -2.0601 -1.9759 3.1174
H3 -2.5785 -1.9583 3.9219
H4 -1.8258 -2.8969 3.0030
O3 -0.4341 -0.0740 2.0325
H5 0.1892 -0.7818 1.8691
H6 -1.1709 -0.4995 2.4711
C1 1.4475 1.2674 -1.1359
C2 -0.0238 1.1714 -1.0413
C3 -0.8202 1.5292 -2.1967
O4 -0.2972 -0.1702 -0.7200
H7 1.8387 0.6178 -1.9189
H8 1.8966 0.9866 -0.1833
H9 1.8302 2.2624 -1.3632
H10 -0.1948 1.8908 -0.2405
H11 -1.0508 0.7525 -2.9257
H12 -0.2959 2.3608 -2.6676
H13 -1.8021 1.8288 -1.8304
H14 -0.4985 -0.1658 0.2187

Calculated values
LUMO = 0.01227 Ha
E = -11527.8714 eV
ΔE to the lowest compared entry with this formula, charge and spin = 17.00 kcal/mol
SMILES string = CC(C)O.O.O.O

---

# C3H14O5

A cluster of 4 separate species, C3H14O5 in total in a non-equilibrium geometry (ωB97M-V with the def2-TZVPD basis set, the OMol25 dataset).

Cartesian coordinates (Å):
C1 -1.6080 0.5041 -1.3088
O1 -0.2311 0.1375 -1.3693
C2 -2.3431 0.0265 -0.0457
C3 -1.9412 0.7429 1.2660
O2 -0.6779 0.3217 1.7898
H1 -1.7049 1.6221 -1.4305
H2 -2.0541 0.0819 -2.2237
H3 0.2848 0.7439 -0.8201
H4 -3.4243 0.1976 -0.2215
H5 -2.1839 -1.0614 0.0150
H6 -1.9509 1.8162 1.1273
H7 -2.6588 0.5000 2.0305
H8 0.0344 0.8469 1.3874
H9 2.5443 -1.3588 1.4876
H10 2.3557 -1.4076 -0.0315
O3 2.8048 -0.8812 0.6742
H11 1.0468 -2.8973 -1.5977
H12 0.6771 -1.3798 -1.5249
O4 1.4027 -2.0563 -1.3622
H13 1.9425 2.1712 0.7099
H14 2.0621 0.6900 0.5479
O5 1.4993 1.4525 0.4019

Calculated values
LUMO = 0.02491 Ha
E = -13575.8256 eV
ΔE to the lowest compared entry with this formula, charge and spin = 3.95 kcal/mol
SMILES string = OCCCO.O.O.O